15
Properties=species:S:1:pos:R:3:forces:R:3 method="wB97M-V/def2-TZVPD" de_lowest_kcal_mol=19.1 smiles="CC=C=NP(=N)(O)O" homo_energy_ev=-8.761 charge=0
C 0.176 -0.943 0.243 -1.0 0.0 -0.1
C 0.714 1.109 1.698 -0.8 -0.5 0.1
C 0.891 -0.277 1.113 2.2 -2.0 0.3
N -0.625 -1.522 -0.518 1.9 0.2 1.8
N -0.833 0.505 -2.183 -2.6 1.1 -1.3
O -1.874 -2.048 -2.508 -0.5 2.2 -2.0
O 0.625 -1.553 -2.846 -0.9 -0.8 0.7
P -0.733 -1.030 -2.113 1.3 2.1 -0.5
H 0.784 0.968 2.822 -0.3 0.8 -1.4
H -0.150 1.727 1.301 0.7 -1.1 0.8
H 1.589 1.555 1.274 0.7 1.0 0.5
H 1.943 -0.782 1.437 -2.7 1.1 -1.0
H -1.687 1.124 -2.460 2.3 -2.0 0.8
H -1.653 -2.844 -2.101 0.2 -2.6 1.1
H 1.213 -0.987 -3.359 -0.6 0.4 0.3

=====

15
Properties=species:S:1:pos:R:3:forces:R:3 method="wB97M-V/def2-TZVPD" de_lowest_kcal_mol=136.5 homo_energy_ev=-4.287 charge=-1
C 0.892 0.684 -2.347 -1.4 -1.5 0.8
C 2.136 -0.066 -2.399 -0.1 -0.5 1.7
C 0.103 0.393 1.465 0.0 -0.2 3.5
N 2.832 -0.947 -2.053 -0.2 1.6 -2.0
N 0.903 0.447 0.480 0.5 0.4 -2.2
O -1.858 -0.254 -0.994 -0.2 0.5 -2.2
O 3.737 -1.757 -2.116 0.4 -0.8 0.8
O -1.087 0.766 1.545 -0.3 0.0 -0.6
H 0.895 1.680 -2.635 0.7 1.8 -1.0
H 0.189 0.128 -2.952 -0.3 0.0 -0.5
H 0.419 0.737 -1.310 1.5 -0.6 -0.5
H -1.372 -0.099 -0.209 0.4 -0.1 2.6
H 0.519 0.035 2.473 0.0 -0.1 -0.5
H -1.403 0.468 -1.463 -0.8 -0.4 -0.5
H 1.816 0.038 0.585 0.0 -0.1 0.6

=====

17
Properties=species:S:1:pos:R:3:forces:R:3 method="wB97M-V/def2-TZVPD" spin_multiplicity=4 homo_energy_ev="-12.517 / -14.284" charge=+1
Tc 0.000 0.000 0.000 0.4 1.7 3.8
N -2.724 -1.541 -2.348 2.1 1.1 1.9
C -1.782 -0.797 -1.710 -0.1 -3.1 0.5
O -0.948 -1.477 -0.671 -6.2 0.9 -5.5
C -1.545 0.668 -2.130 1.7 0.1 1.2
C -1.027 1.613 -0.727 -8.7 -15.6 3.3
H -2.880 -2.516 -2.045 0.2 0.7 -0.3
H -3.282 -1.166 -3.126 0.4 -0.1 0.6
H -2.373 1.125 -2.721 0.5 -0.5 0.7
H -0.623 0.657 -2.752 -0.6 -0.2 0.0
H -2.117 1.487 -0.233 2.7 1.3 -0.3
H -0.729 2.384 -1.017 4.6 12.2 -4.1
O 2.183 -1.846 0.442 -3.1 -0.8 1.6
N 2.562 -0.967 -0.270 3.8 -1.6 0.0
O 3.685 -0.964 -0.669 0.1 1.5 -1.2
O 1.740 0.000 -0.616 2.2 2.2 -1.3
H 0.000 0.000 1.668 0.0 0.3 -0.9

=====

14
Properties=species:S:1:pos:R:3:forces:R:3 method="wB97M-V/def2-TZVPD" de_lowest_kcal_mol=115.6 homo_energy_ev=-13.776 charge=+1
C -1.930 -1.021 -0.341 -1.5 -1.2 -0.5
C -1.285 -0.192 0.466 0.0 0.9 -0.8
C -0.104 0.424 -0.224 1.6 1.7 -0.3
N 1.747 2.002 0.191 1.0 -1.5 1.7
N 1.085 0.928 0.519 -1.7 -1.2 0.8
O 1.161 -1.986 0.491 0.4 -0.1 0.8
S 1.210 -0.806 -0.541 0.2 0.2 -1.4
H -2.882 -1.541 -0.089 0.8 0.7 0.1
H -1.614 -1.234 -1.396 0.1 0.1 1.2
H -1.664 0.286 1.366 0.2 -0.6 0.1
H -0.386 1.015 -1.165 0.6 -0.9 1.2
H 0.349 -2.378 0.855 -0.4 0.5 -0.4
H 1.586 2.484 -0.618 -0.8 1.4 -2.7
H 2.728 2.018 0.487 -0.7 0.0 0.3

=====

14
Properties=species:S:1:pos:R:3:forces:R:3 method="wB97M-V/def2-TZVPD" de_lowest_kcal_mol=29.6 homo_energy_ev=-14.580 charge=+1
C 0.602 1.628 -0.199 3.3 0.0 -1.9
C 1.721 0.758 -0.850 -0.4 0.4 1.3
C 0.369 -0.430 0.934 -2.2 3.5 1.6
N 0.043 0.918 0.820 -1.5 -1.2 0.2
N -1.766 -1.604 -0.100 -0.9 -0.3 0.1
O 0.389 2.750 -0.546 -0.7 -0.5 0.5
Se 1.742 -0.973 0.004 0.9 -0.9 -0.9
H 1.502 0.709 -1.873 0.0 -0.3 -1.6
H 2.709 1.137 -0.673 0.3 0.7 -0.1
H -0.088 -0.879 1.799 0.0 -0.7 -0.2
H -0.818 1.420 1.086 0.2 -1.1 0.9
H -2.498 -1.423 0.594 0.0 0.5 -0.3
H -1.705 -2.625 0.032 0.3 0.4 -0.8
H -2.201 -1.385 -1.028 0.6 -0.6 1.1

=====

13
Properties=species:S:1:pos:R:3:forces:R:3 method="wB97M-V/def2-TZVPD" de_lowest_kcal_mol=88.2 homo_energy_ev=-13.504 charge=+1
C 0.945 1.431 -0.130 0.7 -5.0 1.4
C -1.000 0.282 0.503 -0.5 -1.3 0.5
C -0.067 -0.909 0.229 -1.2 -0.7 -1.5
N 1.231 -0.515 0.537 0.6 4.6 -0.3
N -0.295 1.463 0.029 -0.1 1.0 -0.3
S -0.379 -1.467 -1.542 -0.1 0.5 0.5
H 1.707 2.118 -0.433 0.0 0.5 -0.1
H -1.952 0.169 -0.021 0.1 0.1 0.0
H -1.198 0.400 1.573 0.1 0.1 -0.1
H -0.345 -1.751 0.873 0.0 0.2 0.1
H 1.985 -0.875 -0.042 -0.2 0.0 -0.4
H -0.880 2.289 -0.135 0.3 0.0 0.0
H 0.248 -2.634 -1.442 0.2 -0.2 0.1

=====

13
Properties=species:S:1:pos:R:3:forces:R:3 method="wB97M-V/def2-TZVPD" de_lowest_kcal_mol=100.6 smiles="CNCC=[N+]=S" homo_energy_ev=-12.909 charge=+1
C 0.329 -0.922 1.814 2.0 -0.5 3.2
C -0.411 0.110 1.028 -0.4 0.6 -2.1
C 0.464 0.095 -1.403 -5.1 1.0 -3.4
N 0.864 -2.038 1.566 -0.9 2.0 0.2
N -0.579 -0.149 -0.395 2.4 1.9 2.1
S 1.607 -3.306 1.283 0.0 -0.4 -0.2
H 0.535 -0.507 2.908 -0.4 -1.3 -2.0
H -1.407 0.135 1.545 0.7 0.3 -0.4
H 0.166 1.082 1.261 -1.0 -1.3 -0.5
H 0.561 -0.777 -2.111 0.0 1.0 0.8
H 0.109 1.076 -2.057 1.1 -2.5 1.4
H -1.293 -0.745 -0.611 -2.0 -1.6 -0.8
H 1.331 0.351 -0.981 3.5 0.7 1.7

=====

13
Properties=species:S:1:pos:R:3:forces:R:3 method="wB97M-V/def2-TZVPD" spin_multiplicity=3 de_lowest_kcal_mol=66.7 homo_energy_ev="-11.764 / -14.782" charge=+1
C 0.248 -0.432 1.432 -0.7 2.8 -1.0
C -0.480 0.778 0.703 0.1 -4.0 2.5
C 0.534 -0.154 -1.570 -2.9 -5.5 2.7
N 0.387 -1.365 0.627 -0.3 -1.6 0.8
N -0.544 0.432 -0.711 -1.4 1.4 -1.8
S 1.451 0.775 -2.471 2.0 1.8 -2.0
H 0.660 -0.229 2.437 -0.4 -0.6 -0.3
H -1.545 0.691 1.022 1.0 1.3 0.5
H 0.524 -1.343 -1.535 0.3 2.9 -0.5
H 0.808 -2.159 1.049 0.8 -1.1 0.3
H -1.556 0.150 -0.590 1.3 -1.3 -2.4
H -0.615 1.284 -1.267 -0.8 0.7 0.5
H 0.128 1.571 0.874 0.9 3.1 0.6

=====

13
Properties=species:S:1:pos:R:3:forces:R:3 method="wB97M-V/def2-TZVPD" de_lowest_kcal_mol=44.8 smiles=CN[C@@H](N)C#N homo_energy_ev=-9.448 charge=0
C -1.140 0.328 -1.247 -0.1 -0.5 1.0
C 1.577 -0.154 0.150 0.7 2.0 -3.5
C -0.811 -0.307 0.051 -3.5 -2.6 -1.6
N -1.427 0.644 -2.302 -0.3 0.6 -1.4
N -0.885 0.701 1.014 0.3 1.7 3.9
N 0.455 -1.012 -0.146 0.0 0.3 0.7
H 2.443 -0.399 -0.484 -0.1 -0.9 0.7
H 1.444 0.882 -0.319 -0.2 -0.7 1.3
H 1.823 -0.153 1.154 0.6 0.3 1.9
H -1.737 -1.199 0.087 2.5 2.1 0.3
H -1.772 1.215 1.203 0.9 -1.0 -1.1
H -0.490 0.555 1.981 -0.4 -0.5 -1.8
H 0.519 -1.101 -1.142 -0.2 -0.8 -0.4